Molecular formula: C32H108O32
Method: DFT, ωB97M-V/def2-TZVPD

Last column: Löwdin charge in e.
Cartesian coordinates (Å):
O 2.11 -0.93 5.71  -0.0188
H 2.72 -0.21 5.57  0.0558
H 2.19 -1.14 6.65  0.0810
O -0.57 3.78 -6.65  -0.0644
H -0.53 3.58 -5.72  -0.0256
H -0.12 3.05 -7.07  -0.0035
O 1.09 4.08 1.98  -0.0469
H 1.35 3.46 1.29  -0.0090
H 0.37 3.65 2.43  -0.0187
O 6.34 -2.85 0.27  -0.0528
H 6.78 -3.42 -0.36  0.0392
H 5.58 -2.51 -0.20  0.0038
O -3.12 1.31 -0.97  -0.0323
H -3.41 1.60 -1.84  -0.0082
H -2.18 1.18 -1.07  0.0214
O 1.89 -4.80 2.77  -0.0424
H 2.04 -5.36 3.53  0.0576
H 2.23 -3.94 3.04  -0.0097
O 2.19 -2.54 -3.99  -0.0304
H 2.34 -3.14 -4.72  0.0763
H 1.28 -2.68 -3.74  0.0058
O -0.65 -2.97 -3.40  -0.0474
H -0.76 -3.01 -2.45  -0.0026
H -1.48 -3.28 -3.75  0.0411
C -0.69 -2.61 4.81  -0.2109
C -1.00 -3.62 5.92  -0.2346
O -0.03 -3.59 6.96  -0.0639
O -0.73 -1.27 5.34  -0.0972
H -1.44 -2.70 4.03  0.1056
H 0.28 -2.67 4.31  0.1073
H -1.06 -4.56 5.37  0.1154
H -1.93 -3.41 6.45  0.1220
H -0.38 -2.91 7.54  0.0784
H 0.18 -1.02 5.51  0.0182
C -0.47 -0.12 -5.41  -0.1387
C 0.03 0.28 -6.80  -0.2372
O 0.80 1.39 -6.66  -0.0572
O -1.64 0.71 -5.05  -0.1142
H 0.29 -0.12 -4.63  0.1080
H -0.91 -1.11 -5.36  0.1061
H -0.77 0.51 -7.50  0.1359
H 0.66 -0.57 -7.10  0.1251
H 1.56 1.19 -6.11  0.0720
H -2.37 0.33 -5.55  0.1075
C 2.19 4.08 -1.81  -0.1566
C 3.29 3.68 -0.83  -0.2471
O 2.74 2.74 -0.05  -0.0859
O 1.65 3.02 -2.65  -0.0869
H 2.65 4.78 -2.51  0.1245
H 1.38 4.49 -1.20  0.1321
H 3.72 4.53 -0.30  0.1347
H 4.11 3.17 -1.34  0.1176
H 2.03 2.31 -0.54  0.0665
H 0.73 3.22 -2.85  0.0470
C 3.76 -4.64 -0.08  -0.2428
C 3.38 -4.13 -1.48  -0.2445
O 4.03 -2.92 -1.76  -0.0905
O 2.94 -5.76 0.23  -0.0678
H 3.53 -3.78 0.54  0.0982
H 4.81 -4.87 0.10  0.1093
H 2.31 -3.92 -1.54  0.1051
H 3.74 -4.83 -2.24  0.1271
H 3.58 -2.70 -2.57  0.0237
H 2.73 -5.71 1.17  0.0399
C 4.20 1.11 -4.08  -0.1975
C 4.75 -0.16 -3.39  -0.2046
O 4.66 -1.21 -4.35  -0.0745
O 2.82 1.07 -4.46  -0.0863
H 4.76 1.33 -4.98  0.1224
H 4.29 1.98 -3.42  0.1008
H 4.05 -0.49 -2.62  0.0936
H 5.63 0.03 -2.77  0.1264
H 3.73 -1.34 -4.55  0.0358
H 2.37 1.66 -3.85  0.0384
C 4.34 -2.42 3.36  -0.2169
C 4.52 -0.99 2.82  -0.2042
O 4.14 0.01 3.77  -0.0762
O 3.00 -2.54 3.74  -0.1012
H 4.95 -2.59 4.25  0.1231
H 4.63 -3.18 2.64  0.1120
H 3.83 -0.99 1.97  0.1010
H 5.52 -0.80 2.43  0.1217
H 4.19 0.86 3.32  0.0341
H 2.86 -1.83 4.38  0.0320
C -3.13 3.50 -3.68  -0.1716
C -1.72 3.68 -3.20  -0.2000
O -0.75 3.05 -4.03  -0.0991
O -3.54 2.13 -3.44  -0.0704
H -3.27 3.83 -4.70  0.1325
H -3.86 4.15 -3.20  0.1107
H -1.60 3.35 -2.17  0.1101
H -1.36 4.71 -3.18  0.1372
H -1.00 2.18 -4.34  0.0422
H -2.92 1.55 -3.88  0.0488
C -5.65 -2.50 -2.36  -0.1942
C -4.83 -1.24 -2.06  -0.2289
O -4.72 -0.95 -0.69  -0.0870
O -4.91 -3.74 -2.38  -0.0630
H -6.11 -2.40 -3.34  0.1165
H -6.48 -2.51 -1.66  0.1228
H -5.30 -0.36 -2.49  0.1275
H -3.83 -1.41 -2.48  0.1088
H -4.29 -0.09 -0.58  0.0441
H -4.30 -3.73 -3.11  0.0733
C -3.56 4.94 -0.38  -0.2489
C -4.34 4.81 0.96  -0.1507
O -3.64 4.56 2.23  -0.0727
O -2.58 5.94 -0.34  -0.0527
H -4.24 5.07 -1.23  0.1095
H -3.04 4.02 -0.66  0.0845
H -4.99 3.94 0.88  0.1147
H -4.87 5.77 1.00  0.1157
H -3.06 5.32 2.37  0.0929
H -2.47 6.39 -1.18  0.0843
C 5.50 3.46 3.83  -0.2550
C 4.60 3.57 2.59  -0.2335
O 4.44 2.26 2.08  -0.0732
O 5.58 4.72 4.42  -0.0450
H 6.44 3.00 3.50  0.1262
H 5.06 2.78 4.56  0.1165
H 5.01 4.28 1.87  0.1138
H 3.68 4.08 2.87  0.1139
H 3.85 2.34 1.32  0.0427
H 6.46 5.04 4.20  0.0887
C -2.26 0.74 2.88  -0.0245
C -1.64 2.00 3.54  -0.4512
C -0.25 1.81 4.17  -0.0368
O -1.45 2.97 2.55  -0.0819
H -2.71 1.07 1.94  0.0647
H -3.08 0.38 3.50  0.0668
H -1.53 -0.03 2.62  0.0651
H -2.32 2.38 4.30  0.1403
H 0.44 1.29 3.51  0.0802
H -0.35 1.14 5.02  0.0606
H 0.10 2.74 4.62  0.0894
H -2.34 3.22 2.29  0.0524
C -5.11 -1.53 2.81  -0.0568
C -6.32 -0.91 2.09  -0.4847
C -6.11 0.62 1.82  -0.0370
O -6.77 -1.56 0.97  -0.0516
H -5.17 -2.58 3.07  0.0757
H -4.90 -1.03 3.76  0.0729
H -4.15 -1.53 2.29  0.0572
H -7.18 -1.09 2.73  0.1294
H -6.57 1.07 2.69  0.0717
H -6.49 1.25 1.01  0.0723
H -5.04 0.84 1.77  0.0430
H -6.01 -1.59 0.39  0.0283
C 0.69 0.17 -1.66  -0.0168
C 0.11 -0.08 -0.27  -0.4877
C 1.08 -0.64 0.76  -0.0065
O -0.29 1.21 0.09  -0.0483
H 1.62 0.73 -1.58  0.0692
H -0.12 0.55 -2.28  0.0806
H 0.99 -0.82 -2.02  0.0760
H -0.76 -0.73 -0.31  0.1256
H 0.50 -0.80 1.66  0.0773
H 1.94 0.02 0.88  0.0824
H 1.40 -1.59 0.32  0.0800
H -0.45 1.15 1.04  0.0551
C -2.85 -4.51 0.58  -0.0307
C -1.64 -3.65 0.28  -0.4943
C -0.34 -4.43 0.37  -0.0303
O -1.70 -3.16 -1.01  -0.0769
H -3.76 -3.98 0.30  0.0729
H -2.94 -4.80 1.62  0.0854
H -2.80 -5.43 -0.01  0.0898
H -1.65 -2.81 0.98  0.1247
H -0.22 -4.62 1.44  0.0715
H 0.57 -3.93 0.03  0.0598
H -0.42 -5.36 -0.18  0.0951
H -2.62 -2.94 -1.18  0.0681

- Lowest unoccupied orbital energy: -0.396 eV